Entry from the OMol25 dataset: the molecule C22H19N3O6 in a non-equilibrium geometry (ωB97M-V with the def2-TZVPD basis set).

```
50
Properties=species:S:1:pos:R:3:forces:R:3
O 1.625006 -2.785018 -0.852721 -0.2193 -0.0331 0.0474
C 1.273717 -1.937439 -0.064477 0.4097 0.1798 0.0093
N 2.135037 -0.981477 0.435437 -0.4614 0.5625 0.5940
N 3.413783 -0.981994 0.049930 0.6474 -0.1914 -0.3507
C 4.247611 -0.127908 0.497746 -0.6152 0.0701 0.2403
C 5.627896 -0.144138 0.070791 0.4461 -0.1974 -0.2947
C 6.507742 0.802916 0.582356 0.2639 0.0019 -0.0774
C 7.837517 0.813327 0.193563 -0.8118 -0.8186 -0.4270
C 8.318558 -0.127103 -0.719496 -0.0484 0.2151 0.1911
C 7.461457 -1.068162 -1.232971 -0.2349 -0.0700 0.0131
C 6.110092 -1.103082 -0.857209 0.2581 0.3948 0.2439
O 5.346199 -2.040602 -1.395135 -0.1281 -0.2512 -0.1647
H 4.421194 -1.974423 -1.061669 0.0881 0.0991 0.0535
H 7.802886 -1.807389 -1.939456 0.0518 -0.0739 -0.0756
H 9.358468 -0.096572 -1.005171 0.0268 -0.0196 -0.0242
N 8.723340 1.799437 0.735688 0.3145 0.3847 0.2175
O 8.263073 2.599519 1.526790 -0.0241 0.2060 0.1764
O 9.882381 1.780360 0.374386 0.2407 0.0375 -0.0403
H 6.165185 1.543279 1.290451 -0.0301 0.0239 0.0283
H 3.957457 0.644764 1.217079 -0.0605 -0.0300 -0.0065
H 1.797163 -0.289600 1.105006 0.1223 -0.2330 -0.2254
C -0.085706 -1.813754 0.458496 -0.8625 -0.9060 -0.4276
C -1.188233 -2.594599 0.220502 0.9057 0.4534 0.0651
C -2.238509 -2.043240 0.981266 0.1693 0.5767 0.4510
C -1.712650 -0.960875 1.630791 -0.7398 -0.5889 -0.1035
O -0.410370 -0.810587 1.323133 0.1924 0.2643 0.0983
C -2.333336 0.016111 2.582344 0.4629 0.1982 0.1115
O -3.728572 -0.083664 2.634031 -0.1529 -0.1607 -0.1238
C -4.463439 0.283729 1.531173 -0.1719 0.1146 -0.1260
C -3.925996 0.778099 0.346523 0.1421 -0.0098 0.2807
C -4.788091 1.103008 -0.682858 -0.3064 -0.0779 0.0586
C -6.163260 0.949881 -0.551389 0.2138 -0.0164 -0.1033
C -6.695942 0.465216 0.627248 0.1503 -0.0114 0.0724
C -5.842129 0.131535 1.663623 0.1121 -0.0473 0.1282
H -6.222477 -0.254974 2.595591 -0.0488 -0.0576 0.1277
H -7.762124 0.340916 0.743434 -0.1199 -0.0257 0.0385
C -6.864206 1.384045 -1.804832 -0.1148 0.0456 -0.0691
H -7.671270 0.709677 -2.090523 -0.0608 0.0442 -0.0148
H -7.294419 2.379204 -1.660323 -0.0660 0.0130 -0.0453
C -5.732558 1.420747 -2.844794 -0.0246 0.0562 -0.0528
H -5.889697 2.187390 -3.601616 0.0016 -0.0453 -0.0690
H -5.672242 0.454356 -3.347469 -0.0021 -0.0031 -0.0221
C -4.446372 1.653429 -2.035822 0.0800 0.0576 -0.1073
H -3.578656 1.166966 -2.481627 0.0494 0.0554 -0.0080
H -4.226370 2.721638 -1.951958 0.0545 0.0207 -0.0349
H -2.862798 0.902186 0.210168 0.1163 -0.0102 0.0177
H -1.997244 -0.201117 3.603894 -0.0064 0.1021 -0.1889
H -2.007914 1.037027 2.329488 -0.0449 -0.1176 0.0324
H -3.249170 -2.389989 1.040485 -0.2398 -0.0020 0.0485
H -1.221996 -3.451072 -0.419917 0.0755 -0.1792 -0.1623
```
Positions in Å, forces in eV/Å.

The energy above the lowest of the compared OMol25 structures with the same formula, charge and spin is 2.0399 eV. As for the structure (SMILES): O=C(N/N=C/c1cc([N+](=O)[O-])ccc1O)c1ccc(COc2ccc3c(c2)CCC3)o1. Its HOMO energy is -8.55 eV. The value obtained for the energy is -39874.217 eV. For the LUMO energy, the calculation gives -0.35 eV.

Results of the natural (NBO) charge analysis, in e, for atoms 1 through 5:
1. O -0.57
2. C 0.62
3. N -0.44
4. N -0.26
5. C 0.05


Entry from the OMol25 dataset: the molecule C4H5FO2 in a non-equilibrium geometry (ωB97M-V with the def2-TZVPD basis set).

```
12
Properties=species:S:1:pos:R:3:forces:R:3
C 1.561671 0.524304 -0.129491 3.5101 1.7563 0.7286
C 0.348786 0.126932 -0.013272 -2.1755 0.7397 0.2041
C -0.707513 1.137397 0.238332 -0.4985 -0.0485 0.1404
C -1.692108 -0.740532 0.125195 0.2778 -3.5605 3.5578
H 1.847528 1.680258 -0.082343 -0.3066 -3.0307 -0.1739
H -0.816331 1.130651 1.410536 -0.4627 0.4792 -2.1370
H -0.529608 2.116241 -0.246778 -0.3909 -0.5681 0.5980
H -2.262538 -1.591670 -0.326295 0.4475 1.0197 0.2882
H -1.937804 -0.575405 1.311664 0.6078 -1.2241 -2.3349
O -1.798096 0.417799 -0.425879 -0.6894 4.2860 -0.8588
O -0.235337 -1.074439 -0.015031 -0.5492 -0.7038 0.5988
F 2.544578 -0.421729 0.015101 0.2296 0.8548 -0.6114
```
Positions in Å, forces in eV/Å.

The energy above the lowest of the compared OMol25 structures with the same formula, charge and spin is 2.9767 eV. As for the structure (SMILES): F/C=C1/COCO1. Its HOMO energy is -8.96 eV. The value obtained for the energy is -11038.509 eV. For the LUMO energy, the calculation gives 0.89 eV.

Results of the natural (NBO) charge analysis, in e, for atoms 1 through 5:
1. C 0.13
2. C 0.18
3. C -0.13
4. C 0.23
5. H 0.18


> The highest LUMO belongs to which entry?

C4H5FO2